1.
Below is C48H49BrF5MnN6O3PS2 as an isolated structure, with properties calculated with the ωB97M-V functional and the def2-TZVPD basis.

The value obtained for the LUMO energy (spin up / spin down) is 3.9 / 3.9 eV. The HOMO-LUMO gap (spin up / spin down) is 5.40 / 6.10 eV. The value obtained for the highest occupied orbital energy (spin up / spin down) is -0.0551 / -0.0807 Ha. Its multiplicity is 6. The expectation value of S² is 8.761. As for the charge: -2.

XYZ file:
```
116
C48H49BrF5MnN6O3PS2, DFT the ωB97M-V functional and the def2-TZVPD basis
Mn -0.159 -0.305 0.089
C -1.969 3.322 -3.138
N -2.374 1.966 -3.437
C -3.630 1.896 -4.151
C -1.826 0.819 -2.873
N -1.259 0.715 -1.717
C -1.584 1.718 -0.725
C -2.916 1.922 -0.488
C -3.395 2.990 0.283
C -2.546 3.979 0.663
C -1.185 3.926 0.283
C -0.369 5.071 0.482
C 0.919 5.072 0.070
C 1.484 3.904 -0.493
C 0.759 2.748 -0.659
N 1.424 1.551 -0.949
C 2.461 1.602 -1.730
N 2.475 2.257 -2.957
C 1.220 2.545 -3.615
C 3.528 3.210 -3.246
N 3.604 0.941 -1.436
C 4.546 0.505 -2.443
C 4.086 0.887 -0.061
C -0.659 2.767 -0.352
N -1.946 -0.265 -3.708
C -1.514 -0.162 -5.086
C -2.044 -1.625 -3.202
H -2.682 3.825 -2.476
H -1.909 3.883 -4.079
H -0.997 3.348 -2.662
H -4.396 2.469 -3.613
H -3.962 0.866 -4.238
H -3.537 2.324 -5.157
H -3.610 1.183 -0.865
H -4.448 3.035 0.539
H -2.898 4.833 1.231
H -0.799 5.933 0.979
H 1.540 5.949 0.215
H 2.551 3.877 -0.684
H 0.483 1.803 -3.311
H 1.362 2.481 -4.698
H 0.856 3.548 -3.369
H 4.337 3.113 -2.525
H 3.132 4.231 -3.181
H 3.937 3.061 -4.250
H 5.424 1.161 -2.504
H 4.066 0.467 -3.418
H 4.893 -0.496 -2.183
H 4.581 -0.068 0.115
H 3.257 0.984 0.638
H 4.809 1.696 0.114
H -2.282 -0.549 -5.766
H -0.603 -0.751 -5.232
H -1.309 0.875 -5.346
H -2.349 -1.620 -2.163
H -1.099 -2.163 -3.246
H -2.784 -2.160 -3.808
O -0.752 -4.297 -1.553
C -0.602 -3.510 -0.612
O -1.027 -2.309 -0.555
C 0.125 -4.004 0.659
P -0.020 -2.673 1.928
C -1.634 -3.203 2.715
C -2.589 -3.956 2.032
C -3.769 -4.356 2.652
C -4.029 -3.993 3.965
C -3.101 -3.218 4.648
C -1.922 -2.828 4.028
C 1.049 -3.333 3.311
C 1.573 -2.418 4.225
C 2.387 -2.839 5.272
C 2.704 -4.184 5.416
C 2.196 -5.105 4.507
C 1.375 -4.680 3.468
H 1.173 -4.198 0.423
H -0.330 -4.939 0.981
H -2.434 -4.218 0.992
H -4.491 -4.944 2.096
H -4.955 -4.290 4.445
H -3.301 -2.904 5.666
H -1.218 -2.208 4.571
H 1.360 -1.361 4.091
H 2.786 -2.108 5.966
H 3.350 -4.512 6.223
H 2.443 -6.156 4.601
H 0.983 -5.417 2.776
Br -5.991 -0.402 3.978
C -4.381 -0.312 2.929
C -3.280 0.366 3.416
C -2.114 0.402 2.643
C -1.989 -0.196 1.381
C -3.158 -0.861 0.953
C -4.337 -0.935 1.691
H -3.312 0.857 4.383
H -1.272 0.944 3.070
H -3.157 -1.363 -0.013
H -5.199 -1.476 1.315
F 0.884 -0.853 -3.044
C 1.713 -1.593 -2.231
C 1.673 -1.434 -0.868
C 2.667 -2.163 -0.256
F 2.827 -2.123 1.105
C 3.581 -2.992 -0.888
F 4.534 -3.659 -0.196
C 3.521 -3.138 -2.255
F 4.402 -3.922 -2.912
C 2.564 -2.415 -2.940
F 2.511 -2.505 -4.290
C 2.883 4.180 2.997
O 2.570 2.898 2.485
C 1.378 2.318 2.834
S 0.271 3.188 3.749
S 1.256 0.750 2.205
H 3.922 4.353 2.714
H 2.767 4.212 4.080
H 2.235 4.946 2.564
```

2.
Below is an isolated ion of composition C2H9N5 and charge +2, with properties calculated with the ωB97M-V functional and the def2-TZVPD basis.

The value obtained for the LUMO energy (spin up / spin down) is -11.6 / -11.6 eV. Its relative energy (zero: lowest compared OMol25 entry of this formula, charge and spin) is 164.17 kcal per mole. The HOMO-LUMO gap (spin up / spin down) is 8.02 / 8.02 eV. The value obtained for the highest occupied orbital energy (spin up / spin down) is -0.7193 / -0.7193 Ha. As for the charge: +2.

XYZ file:
```
16
C2H9N5, DFT the ωB97M-V functional and the def2-TZVPD basis
C -0.383 -1.186 0.442
C 0.175 1.652 0.356
N -1.552 -0.710 0.211
N 0.854 -0.675 0.054
N 1.811 -1.521 -0.157
N -2.330 0.024 -0.440
N 1.096 0.645 0.011
H -0.493 -2.142 0.892
H -0.241 1.233 1.324
H 0.756 2.630 0.692
H -0.620 1.944 -0.530
H 1.706 -2.462 -0.534
H 2.683 -1.012 -0.443
H -3.295 -0.225 -0.334
H -2.019 0.749 -0.995
H 1.851 1.055 -0.549
```

3.
Below is a 2-piece molecular cluster, C3H7Cl2P overall, with properties calculated with the ωB97M-V functional and the def2-TZVPD basis.

The value obtained for the LUMO energy is -0.5 eV. Its relative energy (zero: lowest compared OMol25 entry of this formula, charge and spin) is 73.22 kcal per mole. The HOMO-LUMO gap is 8.15 eV. The value obtained for the highest occupied orbital energy is -0.3183 Ha.

XYZ file:
```
13
C3H7Cl2P, DFT the ωB97M-V functional and the def2-TZVPD basis
C 1.796 -1.024 -0.837
C 0.522 -0.669 -0.121
C -0.618 -1.059 -1.069
P -1.637 2.254 1.823
Cl -1.011 0.158 -2.147
Cl -2.515 0.840 2.892
H 1.823 -2.178 -0.961
H 2.755 -0.632 -0.266
H 1.773 -0.583 -1.839
H 0.417 -1.302 0.693
H 0.367 0.454 0.086
H -0.946 1.322 0.758
H -2.726 2.419 0.987
```

4.
Below is a single C4H5FS molecule, with properties calculated with the ωB97M-V functional and the def2-TZVPD basis.

The value obtained for the LUMO energy is 0.9 eV. Its relative energy (zero: lowest compared OMol25 entry of this formula, charge and spin) is 16.25 kcal per mole. Its SMILES is FC1=CCCS1. The HOMO-LUMO gap is 9.43 eV. The value obtained for the highest occupied orbital energy is -0.3146 Ha.

XYZ file:
```
11
C4H5FS, DFT the ωB97M-V functional and the def2-TZVPD basis
C -1.085 -1.175 -0.042
C -2.199 -0.516 -0.036
C 0.127 -0.254 0.112
C -0.340 1.146 -0.398
F -3.422 -0.916 -0.176
S -2.067 1.339 0.217
H -1.088 -2.194 -0.425
H 0.423 -0.282 1.120
H 0.838 -0.481 -0.675
H 0.281 1.862 0.029
H -0.501 1.164 -1.404
```

5.
Below is a 2-piece molecular cluster, C2H5NO overall, with properties calculated with the ωB97M-V functional and the def2-TZVPD basis.

The value obtained for the LUMO energy is 0.6 eV. Its relative energy (zero: lowest compared OMol25 entry of this formula, charge and spin) is 34.59 kcal per mole. Its SMILES is N=C=O.C. The HOMO-LUMO gap is 11.93 eV. The value obtained for the highest occupied orbital energy is -0.4157 Ha.

XYZ file:
```
9
C2H5NO, DFT the ωB97M-V functional and the def2-TZVPD basis
C -1.340 0.127 0.169
N 1.291 0.564 -0.762
C 1.365 -0.374 0.034
O 1.378 -1.253 0.789
H -0.821 -0.220 1.070
H -1.776 1.110 0.352
H -2.085 -0.608 -0.126
H -0.664 0.229 -0.681
H 2.354 0.495 -0.821
```

6.
Below is C46H52CaCl2N9O7P as an isolated structure, with properties calculated with the ωB97M-V functional and the def2-TZVPD basis.

The value obtained for the LUMO energy is 4.0 eV. Its relative energy (zero: lowest compared OMol25 entry of this formula, charge and spin) is 0.00 kcal per mole. The HOMO-LUMO gap is 3.40 eV. The value obtained for the highest occupied orbital energy is 0.0209 Ha. As for the charge: -2.

XYZ file:
```
118
C46H52CaCl2N9O7P, DFT the ωB97M-V functional and the def2-TZVPD basis
Ca -0.119 0.726 -0.766
Cl 5.411 5.104 -0.873
C 4.611 3.554 -0.772
C 3.517 3.337 -1.593
C 2.802 2.177 -1.557
N 1.489 2.049 -2.094
C 1.156 2.695 -3.228
O 1.855 3.270 -4.081
C -0.369 2.625 -3.530
C -0.829 3.345 -4.635
C -2.181 3.252 -5.024
C -3.009 2.458 -4.266
C -2.476 1.789 -3.190
N -1.223 1.910 -2.801
C 3.301 1.068 -0.761
C 4.332 1.348 0.122
C 5.037 2.567 0.072
Cl 6.474 2.649 1.078
N 2.561 -0.059 -0.819
C 3.029 -1.260 -0.298
O 4.187 -1.475 0.101
C 1.957 -2.379 -0.247
C 2.277 -3.582 0.218
C 1.302 -4.719 0.377
C -0.690 -4.216 -0.909
C 0.065 -3.134 -1.606
N 0.654 -2.059 -0.754
H 3.208 4.130 -2.284
H -0.125 4.037 -5.153
H -2.604 3.837 -5.835
H -4.028 2.299 -4.572
H -3.164 1.161 -2.573
H 4.658 0.561 0.781
H 3.287 -3.792 0.507
H 1.579 -5.234 1.332
H -0.473 -5.214 -1.318
H 0.703 -3.373 -2.452
O -2.547 0.776 -0.129
C -3.372 1.701 -0.038
C -3.157 3.129 -0.074
C -4.302 3.938 -0.017
C -4.189 5.323 -0.060
C -2.880 5.891 -0.149
C -1.755 5.159 -0.182
C -1.797 3.706 -0.085
O -0.751 3.048 -0.061
N -5.350 6.159 -0.035
O -5.066 7.290 0.123
O -6.463 5.629 -0.100
H -4.426 1.390 0.037
H -5.269 3.494 0.086
H -2.846 6.956 -0.227
H -0.790 5.616 -0.136
C -2.580 -3.221 3.321
C -2.108 -2.288 2.234
C -2.015 -0.835 2.720
C -3.200 -2.281 1.163
P -0.428 -2.714 1.508
N -0.156 -1.615 0.382
C 0.880 -2.545 3.086
C 0.206 -2.311 4.453
C 1.755 -1.337 2.806
C 1.851 -3.701 3.297
C -0.224 -4.415 0.543
C -2.230 -4.031 -1.284
C 1.639 -5.722 -0.721
C -0.926 -5.564 1.247
H -3.603 -2.907 3.615
H -1.917 -3.252 4.160
H -2.606 -4.260 2.962
H -2.839 -0.580 3.429
H -2.115 -0.150 1.898
H -1.047 -0.565 3.180
H -4.112 -1.791 1.551
H -3.473 -3.275 0.801
H -2.872 -1.731 0.285
H -0.610 -1.649 4.519
H 0.939 -1.985 5.207
H -0.199 -3.263 4.872
H 1.211 -0.404 2.749
H 2.368 -1.369 1.914
H 2.432 -1.263 3.665
H 1.356 -4.628 3.629
H 2.607 -3.442 4.081
H 2.423 -3.973 2.450
H -2.474 -2.981 -1.249
H -2.950 -4.642 -0.719
H -2.264 -4.396 -2.311
H 1.706 -5.204 -1.657
H 0.952 -6.557 -0.756
H 2.648 -6.088 -0.516
H -2.006 -5.383 1.267
H -0.537 -5.622 2.270
H -0.751 -6.540 0.728
N 1.049 1.397 1.519
C 1.745 2.239 1.842
C 2.609 3.298 2.273
C 3.455 3.127 3.376
C 4.275 4.120 3.804
C 4.281 5.343 3.121
C 3.394 5.543 2.091
C 2.568 4.515 1.607
H 3.423 2.153 3.882
H 4.993 3.868 4.614
H 4.940 6.135 3.440
H 3.331 6.493 1.593
H 2.023 4.641 0.685
C -2.307 -1.790 -4.896
N -1.059 -1.075 -4.781
C -0.518 -0.790 -3.514
N 0.825 -0.655 -3.484
O -1.235 -0.752 -2.511
H -2.800 -1.371 -5.747
H -2.915 -1.523 -4.066
H -2.220 -2.868 -5.007
H -0.335 -1.469 -5.360
H 1.342 -0.289 -4.264
H 1.207 -0.467 -2.546
```

E_tot for every record listed, in sequence, given in eV: -211564.7401; -9646.4305; -37554.1499; -17780.3290; -5691.7297; -129061.2828.